Record 1
21
Properties=species:S:1:pos:R:3 method="wB97M-V/def2-TZVPD" relative_energy_kcal_mol=26.9 total_charge=-1 homo_energy_ev=-4.752 e_lumo_ev=3.930 homo_lumo_gap_ev=8.68
C -0.968 0.412 -1.290
C -1.220 1.383 -0.133
C -0.959 0.841 1.262
O -1.192 -0.480 1.591
C 0.421 0.486 -1.750
O 0.834 -0.691 -2.391
H -1.195 -0.572 -1.040
H -1.607 0.635 -2.287
H -2.207 1.872 -0.231
H -0.460 2.232 -0.159
H 0.151 0.885 1.342
H -1.525 1.457 1.966
H 0.995 0.601 -0.782
H 0.650 1.237 -2.534
H 0.900 -1.356 -1.641
H -0.496 -0.962 1.094
H 0.562 -2.681 -0.134
O 0.896 -1.775 0.087
H 1.842 -1.324 3.035
H 2.085 -1.192 1.556
O 2.495 -1.011 2.438

---

Record 2
21
Properties=species:S:1:pos:R:3 method="wB97M-V/def2-TZVPD" relative_energy_kcal_mol=37.9 total_charge=-1 homo_energy_ev=-4.616 e_lumo_ev=4.015 homo_lumo_gap_ev=8.63
C 0.189 1.348 1.299
O 0.059 2.570 0.526
C -1.136 0.562 1.188
C -1.056 -0.446 -0.080
C -1.646 -1.866 0.152
O 0.283 -0.616 -0.433
H 0.395 1.800 2.319
H 1.032 0.836 0.921
H -1.477 0.160 2.075
H -1.964 1.296 0.912
H -1.621 0.070 -0.887
H -2.083 -2.031 1.146
H -0.935 -2.508 -0.126
H -2.541 -1.998 -0.398
H 0.789 0.492 -1.053
H 0.595 1.571 -2.389
H 0.670 2.410 -0.272
O 1.212 1.403 -1.602
H 0.921 -2.302 -0.263
H 1.927 -1.928 -0.931
O 1.720 -2.789 -0.542

---

Record 3
21
Properties=species:S:1:pos:R:3 method="wB97M-V/def2-TZVPD" relative_energy_kcal_mol=87.6 total_charge=-1 homo_energy_ev=-4.679 e_lumo_ev=3.389 homo_lumo_gap_ev=8.07
C 1.791 -0.980 0.266
C 0.888 0.164 0.742
C -0.438 0.391 0.010
O -1.341 -0.708 0.269
C 2.558 -0.581 -0.972
O 3.849 -1.746 -1.205
H 1.090 -1.751 -0.062
H 2.398 -1.292 1.063
H 0.688 -0.013 1.805
H 1.338 1.250 0.742
H -0.387 0.498 -1.058
H -0.937 1.309 0.302
H 3.049 -1.475 -1.814
H 1.940 -0.469 -1.847
H 3.175 0.296 -0.834
H -2.132 -0.304 0.779
H -4.169 -0.185 1.381
O -3.363 0.341 1.437
H -3.248 1.276 0.375
H -3.756 1.999 -0.983
O -2.994 1.980 -0.395